No. 1
{"formula": "C48H55BF7NO4SbTb", "method": "ωB97M-V/def2-TZVPD", "largest_force_ev_per_a": 1.49, "total_charge": 0, "e_lumo_ev": [0.282, 0.282], "multiplicity": 7, "species": ["Tb", "C", "C", "C", "C", "C", "C", "C", "N", "C", "C", "C", "C", "C", "C", "O", "C", "C", "C", "C", "C", "C", "C", "C", "C", "O", "C", "C", "C", "C", "C", "C", "H", "H", "H", "H", "H", "H", "H", "H", "H", "H", "H", "H", "H", "H", "H", "H", "H", "H", "H", "H", "H", "H", "H", "H", "H", "H", "H", "H", "H", "H", "H", "H", "H", "H", "H", "H", "H", "H", "H", "H", "F", "B", "F", "F", "F", "C", "O", "C", "O", "H", "H", "H", "F", "C", "C", "C", "C", "C", "C", "Sb", "C", "C", "C", "C", "F", "C", "C", "C", "C", "C", "C", "F", "C", "C", "H", "H", "H", "H", "H", "H", "H", "H", "H", "H", "H", "H"], "coordinates": [[0.55486, 0.44126, -2.16319], [-4.51683, 2.80000, 3.71397], [-4.97041, 3.09642, 2.27323], [-6.27031, 2.31161, 2.03034], [-5.24158, 4.60899, 2.23786], [-3.87024, 2.71572, 1.26530], [-2.71373, 2.07113, 1.62940], [-1.82739, 1.73685, 0.62742], [-0.66857, 0.95454, 0.96961], [0.01830, 1.15578, 2.14940], [0.37525, 2.34462, 2.69437], [1.26592, 2.27572, 3.76178], [1.62881, 1.05138, 4.30302], [1.22213, -0.17719, 3.76399], [0.45523, -0.06371, 2.61911], [0.08350, -1.03575, 1.67902], [1.70899, -1.53978, 4.31735], [0.51802, -2.45416, 4.59624], [2.63781, -2.20164, 3.26945], [2.45281, -1.32016, 5.63650], [1.74514, 3.55858, 4.43727], [0.87554, 3.67782, 5.70086], [3.22677, 3.50249, 4.80233], [1.52478, 4.76735, 3.53617], [-2.02943, 2.01916, -0.72830], [-1.05378, 1.72294, -1.58403], [-3.24263, 2.68195, -1.09050], [-4.10703, 3.02322, -0.08015], [-3.55303, 3.03803, -2.54795], [-4.95456, 3.64152, -2.73999], [-3.55577, 1.71266, -3.34518], [-2.52394, 4.06636, -3.03439], [-5.35614, 3.02355, 4.37628], [-3.67979, 3.41164, 4.03596], [-4.24762, 1.74926, 3.83685], [-7.03763, 2.69199, 2.72849], [-6.12504, 1.25610, 2.31416], [-6.62064, 2.34482, 1.00042], [-5.90764, 4.87749, 3.08715], [-5.74664, 4.91324, 1.33382], [-4.31642, 5.16600, 2.29814], [-2.43583, 1.81793, 2.64486], [-0.04588, 3.25367, 2.25910], [2.20793, 1.03827, 5.22866], [-0.04824, -2.60371, 3.65239], [-0.17872, -2.01261, 5.32540], [0.86649, -3.44840, 4.93526], [2.13891, -2.30750, 2.32331], [2.95059, -3.21014, 3.61270], [3.53198, -1.60271, 3.09845], [1.82233, -0.75969, 6.33417], [3.34897, -0.70751, 5.48467], [2.76213, -2.30179, 6.06099], [1.01712, 2.81670, 6.39187], [-0.16385, 3.71895, 5.38253], [1.10965, 4.60255, 6.22678], [3.48577, 2.73788, 5.52247], [3.49895, 4.45384, 5.25115], [3.88188, 3.35411, 3.94400], [0.45201, 5.04287, 3.44627], [1.89298, 4.56989, 2.52818], [2.06087, 5.62279, 3.93948], [-5.03853, 3.49385, -0.29145], [-5.75569, 2.95438, -2.40391], [-5.09598, 3.81056, -3.78484], [-5.07697, 4.60677, -2.26297], [-4.25948, 0.99369, -2.93029], [-2.54294, 1.24959, -3.36994], [-3.82866, 1.90591, -4.38087], [-2.69494, 5.02761, -2.56295], [-2.56024, 4.13272, -4.12909], [-1.51538, 3.81191, -2.76948], [0.85884, -0.03936, -6.10413], [0.13184, 0.56328, -5.13267], [-0.74585, 1.49808, -5.57092], [-0.46522, -0.40190, -4.25338], [1.18072, 1.09948, -4.14127], [3.25443, 0.55895, -0.14226], [2.20812, 0.57757, -1.02197], [-0.47953, -0.35447, 0.63048], [-0.62639, -0.85793, -0.46678], [3.89637, -0.32735, -0.25531], [2.92271, 0.66832, 0.88692], [3.95669, 1.37822, -0.36889], [6.00290, -7.09575, -0.81421], [5.00716, -6.23787, -1.09547], [4.35124, -6.40479, -2.30460], [3.39565, -5.48055, -2.68739], [3.06693, -4.43172, -1.83973], [3.73468, -4.29390, -0.63532], [4.69385, -5.20375, -0.22476], [1.73604, -2.89960, -2.52074], [0.09685, -4.19819, -2.90363], [-0.01519, -5.39255, -2.18553], [-1.06748, -6.26424, -2.42804], [-1.96935, -5.96150, -3.42984], [-2.95980, -6.81173, -3.66061], [-1.85284, -4.79078, -4.17600], [-0.81366, -3.89879, -3.93143], [2.56612, -2.66071, -4.52660], [3.64885, -1.78985, -4.51309], [4.26787, -1.46942, -5.70151], [3.77883, -1.97865, -6.87858], [4.31274, -1.57261, -8.05755], [2.71416, -2.89050, -6.91813], [2.12059, -3.23796, -5.70584], [4.60467, -7.23557, -2.93605], [2.85851, -5.59937, -3.62807], [3.52589, -3.45977, 0.04809], [5.16537, -5.10583, 0.73582], [0.68256, -5.62975, -1.38048], [-1.13230, -7.16870, -1.82736], [-2.56299, -4.55443, -4.93591], [-0.73996, -3.00738, -4.52428], [4.02577, -1.33640, -3.60453], [5.12117, -0.78837, -5.75593], [2.29796, -3.23933, -7.83068], [1.30016, -3.95281, -5.70028]], "atomic_forces_ev_per_a": [[-0.9, -0.2, 1.0], [-0.4, -0.3, -0.2], [0.6, 0.1, 0.5], [0.1, -0.3, 0.7], [-0.6, -0.2, 0.4], [-1.1, 0.5, 0.5], [0.1, 0.0, -0.1], [0.3, -0.4, -1.2], [-0.3, -0.5, 0.0], [0.1, -0.4, 0.2], [0.2, 0.6, 0.3], [-0.1, 0.9, 0.1], [-0.2, -0.6, 0.2], [0.5, -0.7, 0.0], [0.0, 0.1, -0.2], [0.1, 0.4, -0.3], [0.1, 0.5, 0.0], [-0.6, -0.3, -0.8], [0.2, -0.2, 0.8], [0.4, -0.3, -0.1], [-0.3, -0.6, 0.1], [0.3, -0.1, 0.2], [0.2, 0.2, 0.0], [-0.6, 0.2, -0.1], [0.2, 0.5, 0.1], [-0.1, 0.0, -0.3], [0.5, 0.1, -0.4], [0.5, -0.7, 0.7], [-0.2, -0.6, 0.4], [0.0, -0.6, 0.7], [1.3, 0.1, -0.3], [-0.1, -0.4, -0.5], [0.1, -0.1, 0.1], [0.2, 0.1, -0.1], [-0.1, 0.0, 0.1], [0.1, 0.0, -0.5], [0.0, 0.2, -0.3], [-0.1, 0.1, 0.0], [0.4, 0.0, -0.5], [-0.2, 0.1, -0.4], [0.2, 0.2, 0.2], [-0.3, 0.0, 0.0], [0.4, -0.2, 0.3], [-0.1, 0.1, -0.5], [0.2, -0.1, 0.6], [0.3, -0.2, -0.1], [-0.2, 0.5, 0.0], [-0.3, -0.1, -0.4], [-0.2, 0.5, -0.1], [0.1, 0.1, 0.1], [0.0, -0.4, 0.1], [0.0, -0.3, 0.0], [-0.3, 0.7, -0.1], [-0.1, 0.6, -0.5], [-0.2, -0.1, 0.2], [0.0, 0.1, 0.2], [-0.1, -0.3, 0.2], [0.1, 0.2, 0.1], [-0.1, 0.0, -0.2], [0.6, -0.2, 0.1], [0.1, 0.1, 0.0], [0.0, 0.1, 0.0], [-0.4, 0.3, -0.3], [0.4, 0.3, -0.1], [-0.1, 0.1, -0.8], [0.0, 0.2, 0.3], [-0.1, 0.0, 0.1], [-0.8, 0.3, 0.1], [-0.1, 0.0, -0.1], [-0.3, 0.3, -0.1], [-0.1, 0.3, 0.2], [0.5, -0.5, 0.1], [-0.1, -0.1, -0.1], [0.7, -0.3, -0.5], [0.3, 0.0, 0.6], [-0.4, -0.2, 0.2], [-0.2, 0.8, -1.0], [1.4, 0.4, -0.1], [-0.7, -0.1, -0.4], [0.4, 0.1, 0.4], [-0.4, -0.7, -0.2], [-0.4, -0.3, 0.2], [0.0, -0.1, 0.3], [-0.2, 0.1, 0.2], [-0.1, 0.0, 0.3], [-0.1, 0.3, -0.2], [0.0, 0.2, 0.0], [-0.3, -0.3, 0.1], [0.0, 0.8, -0.3], [-0.2, 0.4, 0.7], [0.1, -0.5, -0.4], [0.0, -0.1, -0.6], [0.4, 0.0, -0.5], [-0.3, 0.5, 0.0], [0.4, -0.2, 0.2], [0.8, 0.8, 0.2], [-0.7, -0.4, -0.3], [0.2, -0.1, 0.2], [0.0, -1.1, 1.0], [-0.2, -0.2, 1.4], [-0.1, -0.1, -0.4], [0.9, 0.7, -0.4], [-0.9, -0.7, -0.7], [0.0, -0.2, 0.4], [0.5, 0.8, 1.1], [0.1, 0.0, -0.2], [0.2, -0.2, -0.2], [0.2, 0.0, 0.1], [-0.1, -0.3, -0.4], [0.3, 0.0, 0.1], [-0.1, 0.1, -0.3], [-0.3, 0.1, -0.3], [-0.5, -0.1, -0.4], [0.1, 0.3, -0.1], [-0.1, 0.0, 0.1], [-0.3, -0.2, 0.1], [0.0, -0.3, -0.7], [0.1, 0.2, 0.0]]}

---

No. 2
{"formula": "C48H55N4O6S2Sb2ScSe2", "method": "ωB97M-V/def2-TZVPD", "largest_force_ev_per_a": 1.46, "total_charge": -2, "relative_energy_ev": 2.160, "e_lumo_ev": [3.861, 3.861], "species": ["Sc", "O", "C", "C", "C", "O", "C", "Se", "C", "Se", "H", "H", "H", "H", "H", "H", "H", "H", "H", "H", "C", "N", "C", "C", "C", "C", "C", "N", "C", "C", "C", "C", "C", "C", "H", "H", "H", "H", "H", "H", "H", "H", "H", "H", "H", "C", "Sb", "C", "C", "H", "H", "H", "H", "H", "H", "H", "H", "H", "C", "C", "C", "C", "C", "C", "C", "Sb", "C", "C", "C", "C", "C", "C", "C", "C", "C", "C", "C", "C", "C", "C", "H", "H", "H", "H", "H", "H", "H", "H", "H", "H", "H", "H", "H", "H", "H", "H", "H", "H", "H", "H", "H", "O", "S", "N", "O", "S", "O", "N", "C", "O", "C", "C", "C", "C", "C", "C", "H", "H", "H", "H"], "coordinates": [[-0.95857, -0.70319, 0.97823], [2.15266, 4.21233, 3.99650], [0.81053, 3.74975, 4.07082], [0.44778, 2.61327, 3.08269], [0.69686, 3.20527, 1.67143], [1.04369, 2.31015, 0.65349], [1.34852, 1.42504, 3.44690], [1.09125, -0.37573, 2.63333], [-1.02548, 2.28915, 3.35775], [-2.14771, 1.53623, 1.88012], [2.72782, 3.44117, 4.01719], [0.18522, 4.62350, 3.86768], [0.58882, 3.39673, 5.08817], [1.53820, 3.89893, 1.75711], [-0.19342, 3.78045, 1.39343], [0.24600, 2.01935, 0.19533], [1.23455, 1.24530, 4.51955], [2.39599, 1.65256, 3.22941], [-1.54730, 3.21144, 3.62099], [-1.11294, 1.59042, 4.19073], [-3.16114, -1.43673, 3.63520], [-2.10797, -1.82606, 2.70922], [-1.59918, -3.00316, 2.86279], [-0.60386, -3.51414, 1.99754], [0.05670, -4.74976, 2.03639], [0.92850, -4.76099, 0.95141], [0.75431, -3.53387, 0.29891], [-0.16251, -2.77914, 0.91299], [-2.72802, -1.29972, 5.07944], [-1.41922, -0.96374, 5.41206], [-1.05035, -0.81751, 6.74158], [-1.98032, -1.00114, 7.75544], [-3.28884, -1.32770, 7.43031], [-3.65806, -1.47371, 6.10101], [-3.99494, -2.14948, 3.58351], [-3.53710, -0.46615, 3.29982], [-1.93717, -3.65123, 3.67885], [-0.08208, -5.51943, 2.78174], [1.60930, -5.54763, 0.66536], [1.25413, -3.18556, -0.59514], [-0.68446, -0.82385, 4.62304], [-0.02602, -0.55745, 6.98094], [-1.68792, -0.89947, 8.79409], [-4.02283, -1.46965, 8.21534], [-4.68522, -1.71944, 5.85146], [-5.72036, 2.54849, 1.58957], [-4.98405, 1.32644, -0.04940], [-6.35841, -0.27968, 0.52848], [-6.41875, 2.16312, -1.47477], [-6.81118, 2.54994, 1.59971], [-5.34732, 3.56684, 1.48037], [-5.33168, 2.14127, 2.52187], [-7.36031, 0.12700, 0.66933], [-6.00842, -0.72422, 1.46124], [-6.38461, -1.04653, -0.24564], [-7.12354, 2.83660, -0.98535], [-6.96567, 1.35582, -1.96172], [-5.85898, 2.71237, -2.23228], [5.90414, 1.50430, -2.96875], [4.83730, 1.54902, -4.03522], [5.28229, 1.88460, -5.31811], [4.43147, 1.90132, -6.40836], [3.09367, 1.58955, -6.21948], [2.63879, 1.28692, -4.94809], [3.48408, 1.24464, -3.83202], [2.19535, 0.72229, -2.07014], [2.18775, -1.32485, -2.91693], [0.93427, -1.89992, -3.12923], [0.77924, -3.11925, -3.77438], [1.89067, -3.78736, -4.25090], [3.14316, -3.23832, -4.04608], [3.31648, -2.02556, -3.38448], [4.73518, -1.54117, -3.23800], [3.66658, 0.34148, -0.50411], [3.90055, -0.94693, -0.04132], [4.81372, -1.18888, 0.97559], [5.49288, -0.12660, 1.54759], [5.23141, 1.16924, 1.12211], [4.30760, 1.42181, 0.11306], [4.00827, 2.83932, -0.29765], [6.72802, 0.86411, -3.29462], [5.52727, 1.11672, -2.03215], [6.31770, 2.50125, -2.79391], [6.33371, 2.12115, -5.45639], [4.81043, 2.16016, -7.39053], [2.40770, 1.58991, -7.05799], [1.57935, 1.07515, -4.82068], [0.04360, -1.39010, -2.79880], [-0.20295, -3.54028, -3.90950], [1.78682, -4.72514, -4.78414], [4.02012, -3.75573, -4.42409], [5.41758, -2.39035, -3.16493], [4.85941, -0.91594, -2.35985], [5.01870, -0.95426, -4.11368], [3.36432, -1.77919, -0.48348], [4.98730, -2.20072, 1.32093], [6.21996, -0.29980, 2.33280], [5.74991, 2.00302, 1.58599], [4.63080, 3.54201, 0.25761], [2.95693, 3.05624, -0.09531], [4.17360, 2.99155, -1.36723], [-2.80017, -2.34377, -4.46613], [-2.88984, -2.96879, -3.09766], [-2.72308, -1.58395, -0.14453], [-1.38383, 1.54277, -5.05930], [-1.99605, 1.61039, -3.76053], [-2.82809, 2.76707, -3.51690], [-0.86220, 1.44560, -2.58247], [-1.20849, 0.47492, -1.77888], [-0.50331, 0.13902, -0.75265], [-2.44938, -0.24817, -2.13275], [-3.07612, -1.29342, -1.37740], [-4.22116, -1.92597, -2.10442], [-4.96145, -1.09082, -3.03826], [-4.30370, -0.12827, -3.72027], [-2.97836, 0.19131, -3.30289], [-3.31168, -2.30908, 0.24586], [-4.79628, -2.62503, -1.50475], [-5.98377, -1.35332, -3.27684], [-4.76305, 0.45127, -4.50991]], "atomic_forces_ev_per_a": [[-0.6, -0.6, 1.2], [0.1, 0.1, 0.1], [-0.2, -0.2, 0.0], [0.2, -0.1, -0.2], [0.0, 0.3, 0.5], [0.0, -0.1, -0.3], [-0.1, -0.2, -0.5], [0.2, 0.2, 0.1], [-0.3, -0.3, -0.3], [0.3, 0.5, 0.2], [0.0, -0.1, 0.0], [0.0, 0.0, 0.0], [-0.1, 0.1, 0.0], [0.0, 0.0, 0.0], [0.0, 0.1, 0.0], [-0.1, -0.2, 0.1], [0.1, 0.1, 0.0], [0.0, 0.0, 0.0], [-0.1, 0.0, 0.0], [0.1, 0.1, 0.1], [-0.1, 0.1, 0.0], [0.2, -0.4, -0.1], [-0.3, 0.2, 0.1], [0.3, -0.3, -0.3], [-0.2, 0.1, 0.2], [0.1, 0.0, -0.1], [0.2, 0.0, -0.1], [0.0, 0.0, 0.4], [0.0, 0.0, 0.0], [0.0, 0.0, 0.0], [0.0, 0.0, 0.0], [0.0, 0.0, 0.1], [0.0, 0.0, 0.0], [0.0, 0.0, 0.0], [0.0, 0.0, 0.0], [0.0, 0.0, 0.0], [0.0, 0.0, 0.0], [0.0, 0.0, 0.0], [0.0, 0.0, 0.0], [0.0, 0.0, 0.0], [0.0, 0.0, 0.0], [0.0, 0.0, 0.0], [0.0, 0.0, 0.0], [0.0, 0.0, 0.0], [0.0, 0.0, 0.0], [0.2, -0.1, -0.2], [-0.8, 0.0, 0.1], [0.3, 0.1, -0.1], [0.2, 0.0, 0.0], [0.0, 0.0, 0.0], [0.0, 0.0, 0.0], [0.0, 0.0, 0.0], [0.0, 0.0, 0.0], [0.0, 0.0, 0.0], [0.0, 0.0, 0.0], [0.0, 0.0, 0.1], [0.0, 0.0, 0.0], [0.0, 0.0, 0.0], [-0.1, 0.1, 0.0], [0.1, 0.1, -0.1], [-0.1, 0.0, 0.0], [0.1, 0.0, 0.1], [0.0, 0.0, -0.1], [-0.1, 0.0, 0.1], [-0.1, 0.3, 0.2], [1.2, -0.6, -0.5], [0.0, 0.1, 0.2], [0.1, 0.0, 0.0], [0.0, 0.0, -0.1], [0.0, 0.0, 0.0], [0.1, 0.0, 0.0], [0.1, 0.0, 0.1], [-0.1, 0.0, -0.1], [-0.2, 0.1, -0.2], [0.0, 0.0, 0.0], [0.0, 0.0, 0.0], [0.0, 0.0, 0.0], [0.0, 0.0, 0.0], [0.1, 0.1, 0.1], [0.0, -0.1, 0.0], [0.0, 0.0, 0.0], [0.0, 0.0, 0.2], [0.0, 0.0, 0.0], [0.0, 0.0, 0.0], [0.0, 0.0, 0.0], [0.0, 0.0, 0.0], [0.0, 0.0, 0.0], [-0.1, 0.0, 0.1], [-0.2, 0.1, 0.0], [0.0, 0.0, 0.0], [0.0, 0.0, 0.1], [0.0, 0.0, 0.0], [0.1, 0.0, 0.0], [0.0, 0.0, 0.0], [0.0, 0.0, 0.0], [0.0, 0.0, 0.0], [0.0, 0.0, 0.0], [0.0, 0.0, 0.0], [0.0, 0.0, 0.0], [0.0, 0.0, 0.0], [0.1, 0.0, 0.0], [0.0, 0.2, -0.4], [0.2, -0.3, 0.3], [0.1, 0.3, -0.4], [0.0, -0.3, 0.1], [-0.2, 0.5, 0.0], [0.0, -0.1, 0.1], [-0.4, 0.0, -0.1], [0.3, 0.3, 0.1], [-0.2, 0.4, -1.1], [0.0, -0.3, -0.6], [-0.6, -0.3, 0.2], [0.3, 0.1, 0.3], [0.2, 0.0, -0.1], [-0.2, 0.0, -0.1], [0.3, 0.2, 0.5], [0.0, 0.0, 0.2], [-0.1, 0.1, 0.0], [0.0, 0.0, 0.0], [-0.1, 0.0, 0.0]]}